(1)
This record from the Open Molecules 2025 dataset describes a structure of composition C35H53BrN4ORuS3Si2. The level of theory is the ωB97M-V functional and the def2-TZVPD basis.

The geometry in XYZ format:
```
100
C35H53BrN4ORuS3Si2, DFT the ωB97M-V functional and the def2-TZVPD basis
Ru -0.090 1.894 -2.023
C -4.137 2.529 -3.780
C -3.699 1.537 -4.848
N -2.240 1.359 -4.873
C -1.519 2.293 -5.744
C -1.492 1.818 -7.187
C -1.650 0.635 -3.931
S 0.093 0.453 -3.924
N -2.444 -0.078 -3.113
C -2.171 -0.213 -1.836
O -1.346 0.450 -1.136
C -3.023 -1.199 -1.083
C -3.790 -2.146 -1.753
C -4.593 -3.023 -1.038
C -4.647 -2.943 0.349
C -3.889 -1.992 1.016
C -3.071 -1.126 0.302
H -5.227 2.585 -3.745
H -3.743 3.527 -3.979
H -3.779 2.219 -2.798
H -3.987 1.892 -5.838
H -4.160 0.566 -4.686
H -0.508 2.401 -5.367
H -2.009 3.264 -5.654
H -1.010 0.841 -7.248
H -0.925 2.521 -7.799
H -2.495 1.735 -7.610
H -3.748 -2.181 -2.833
H -5.184 -3.763 -1.562
H -5.282 -3.620 0.906
H -3.937 -1.922 2.096
H -2.473 -0.370 0.796
S -0.859 3.125 -0.128
C -0.102 4.670 -0.369
C 0.140 5.562 0.681
C 0.806 6.759 0.468
C 1.092 7.623 1.597
N 1.319 8.308 2.492
C 1.227 7.101 -0.823
C 0.952 6.237 -1.876
C 0.291 5.033 -1.663
S -0.090 3.945 -2.996
C 1.946 8.331 -1.078
N 2.518 9.302 -1.302
H -0.183 5.301 1.680
H 1.270 6.501 -2.877
C 3.150 2.995 -2.462
Si 2.150 1.862 -1.351
C 2.448 2.447 0.393
C 2.994 0.187 -1.516
H 4.079 3.271 -1.944
H 2.614 3.905 -2.721
H 3.413 2.482 -3.392
H 3.447 2.118 0.707
H 1.708 2.046 1.089
H 2.409 3.538 0.452
H 3.959 0.338 -2.010
H 2.416 -0.532 -2.100
H 3.174 -0.253 -0.533
C -0.104 -5.126 3.495
C 0.119 -4.365 2.176
C 0.947 -5.256 1.238
C -1.245 -4.174 1.493
Si 1.004 -2.689 2.476
Br 0.813 -1.530 0.564
C 0.163 -1.612 3.820
C 0.590 -2.049 5.234
C -1.364 -1.722 3.731
C 0.495 -0.120 3.643
C 2.902 -2.865 2.730
C 3.236 -3.931 3.787
C 3.515 -1.527 3.173
C 3.626 -3.238 1.423
H -0.593 -6.084 3.275
H -0.753 -4.584 4.183
H 0.827 -5.347 4.019
H 0.363 -6.155 1.006
H 1.884 -5.584 1.687
H 1.171 -4.756 0.294
H -1.671 -5.163 1.285
H -1.160 -3.641 0.544
H -1.960 -3.634 2.108
H 0.373 -3.100 5.434
H 0.038 -1.453 5.970
H 1.652 -1.889 5.418
H -1.735 -2.712 3.996
H -1.726 -1.476 2.731
H -1.808 -1.005 4.431
H 1.559 0.099 3.708
H -0.007 0.442 4.439
H 0.136 0.265 2.688
H 2.769 -3.731 4.754
H 4.321 -3.952 3.944
H 2.935 -4.931 3.473
H 3.201 -1.225 4.172
H 3.274 -0.719 2.478
H 4.607 -1.631 3.191
H 3.267 -4.158 0.971
H 4.692 -3.371 1.646
H 3.538 -2.447 0.677
```

Properties
HOMO (spin up / spin down) ... -4.61 / -4.52 eV
Multiplicity ... 2
Energy relative to the best compared isomer or geometry (same formula, charge and spin) ... 0.0 kcal/mol
<S²> ... 0.758
Net charge ... -1

(2)
This record from the Open Molecules 2025 dataset describes a structure of composition C35H53HfN4OP2. The level of theory is the ωB97M-V functional and the def2-TZVPD basis.

The geometry in XYZ format:
```
96
C35H53HfN4OP2, DFT the ωB97M-V functional and the def2-TZVPD basis
C 0.573 0.506 -3.095
C -0.097 2.533 -2.057
C 0.772 1.168 -4.305
C -0.115 3.142 -3.321
C 0.344 2.478 -4.430
H 1.230 0.655 -5.151
H -0.524 4.150 -3.382
H 0.320 2.977 -5.387
N 0.141 1.154 -1.977
P 0.216 -1.943 -1.633
P -0.044 2.701 0.756
C 0.929 -0.974 -3.037
H 0.571 -1.467 -3.954
H 2.022 -1.115 -2.988
C -0.208 -1.668 1.224
O -0.038 -2.660 1.842
C -0.383 3.338 -0.911
H -1.176 4.088 -1.090
C -1.432 2.862 2.248
C 1.355 4.091 0.903
C -1.395 -2.580 -2.447
C 1.413 -3.414 -1.493
C -1.942 1.509 2.760
H -1.132 0.877 3.150
H -2.636 1.692 3.600
H -2.503 0.921 2.029
C -0.860 3.592 3.464
H -0.066 3.006 3.946
H -0.477 4.594 3.247
H -1.655 3.710 4.219
C -2.558 3.632 1.584
H -3.381 3.787 2.299
H -2.249 4.623 1.228
H -2.967 3.081 0.728
C 2.160 3.971 2.193
H 2.789 3.071 2.187
H 2.827 4.851 2.255
H 1.537 3.954 3.096
C 2.314 3.943 -0.293
H 2.606 2.896 -0.456
H 1.869 4.328 -1.221
H 3.236 4.516 -0.102
C 0.607 5.426 0.801
H 0.052 5.489 -0.146
H -0.099 5.592 1.628
H 1.329 6.257 0.811
C 0.717 -4.596 -0.794
H 1.492 -5.331 -0.511
H 0.208 -4.278 0.126
H 0.010 -5.120 -1.454
C 2.615 -2.987 -0.633
H 3.139 -2.115 -1.042
H 2.327 -2.777 0.404
H 3.335 -3.824 -0.609
C 1.956 -3.897 -2.854
H 2.840 -4.522 -2.653
H 1.244 -4.532 -3.396
H 2.276 -3.077 -3.507
C -2.141 -1.399 -3.075
H -3.090 -1.777 -3.496
H -2.401 -0.634 -2.340
H -1.569 -0.926 -3.886
C -2.260 -3.200 -1.335
H -2.464 -2.484 -0.533
H -3.233 -3.493 -1.765
H -1.792 -4.091 -0.897
C -1.102 -3.600 -3.562
H -0.243 -3.328 -4.188
H -0.965 -4.618 -3.178
H -1.967 -3.630 -4.243
Hf -0.216 0.056 -0.004
N -2.477 -0.212 -0.020
C -3.692 -0.279 -0.123
C -4.829 0.503 -0.624
C -6.177 0.085 -0.599
C -4.525 1.755 -1.196
C -7.150 0.778 -1.338
H -6.471 -0.755 0.066
C -5.481 2.465 -1.921
H -3.508 2.131 -1.069
C -6.774 1.926 -2.044
H -8.213 0.465 -1.329
H -5.182 3.429 -2.384
H -7.503 2.485 -2.639
C 1.962 -0.237 3.161
C 2.587 0.095 1.872
N 2.059 0.224 0.645
C 3.157 0.529 -0.208
C 4.298 0.567 0.535
N 3.919 0.282 1.832
H 2.752 -0.154 3.929
H 1.159 0.476 3.410
H 1.581 -1.267 3.164
H 3.023 0.676 -1.276
H 5.324 0.761 0.270
H 4.524 0.200 2.648
```

Properties
HOMO (spin up / spin down) ... -14.72 / -14.73 eV
Energy relative to the best compared isomer or geometry (same formula, charge and spin) ... 0.0 kcal/mol
Net charge ... +3

(3)
This record from the Open Molecules 2025 dataset describes a structure of composition C35H53N4OP2PbS. The level of theory is the ωB97M-V functional and the def2-TZVPD basis.

The geometry in XYZ format:
```
97
C35H53N4OP2PbS, DFT the ωB97M-V functional and the def2-TZVPD basis
C 1.122 2.204 -1.659
C -1.062 1.401 -1.817
C 0.906 3.141 -2.679
C -1.346 2.295 -2.859
C -0.354 3.185 -3.280
H 1.736 3.774 -3.006
H -2.341 2.292 -3.314
H -0.557 3.888 -4.087
N 0.112 1.466 -1.159
P 2.861 0.186 -0.551
P -2.273 0.081 0.492
C 2.509 1.952 -1.068
H 3.273 2.280 -1.784
H 2.628 2.584 -0.173
C 1.213 -2.427 2.563
O 1.160 -3.533 2.856
C -2.002 0.285 -1.404
H -2.977 0.427 -1.875
C -3.271 -1.527 0.801
C -2.982 1.639 1.258
C 3.106 -0.883 -2.112
C 4.288 0.130 0.712
C -2.323 -2.714 1.113
H -1.863 -2.629 2.108
H -2.914 -3.645 1.070
H -1.516 -2.817 0.370
C -4.193 -1.342 2.020
H -3.614 -1.215 2.948
H -4.892 -0.504 1.895
H -4.789 -2.261 2.127
C -4.090 -1.883 -0.452
H -4.910 -2.551 -0.145
H -4.536 -1.010 -0.949
H -3.481 -2.440 -1.178
C -2.917 1.444 2.801
H -2.129 0.722 3.081
H -2.675 2.397 3.297
H -3.875 1.090 3.210
C -2.106 2.845 0.859
H -1.040 2.628 1.026
H -2.262 3.136 -0.189
H -2.359 3.714 1.487
C -4.417 1.789 0.704
H -4.690 1.017 -0.040
H -5.161 1.765 1.514
H -4.519 2.768 0.208
C 4.481 -1.334 1.197
H 4.936 -1.323 2.202
H 3.521 -1.875 1.285
H 5.156 -1.905 0.543
C 3.944 0.974 1.957
H 3.596 1.988 1.719
H 3.175 0.493 2.579
H 4.847 1.062 2.583
C 5.546 0.707 0.029
H 6.115 1.302 0.761
H 6.220 -0.087 -0.321
H 5.312 1.376 -0.818
C 1.894 -0.762 -3.074
H 2.241 -0.505 -4.087
H 1.333 -1.705 -3.139
H 1.177 0.008 -2.776
C 3.274 -2.362 -1.690
H 2.461 -2.699 -1.025
H 3.247 -2.993 -2.593
H 4.241 -2.544 -1.201
C 4.361 -0.366 -2.831
H 4.262 0.700 -3.096
H 5.276 -0.521 -2.243
H 4.478 -0.930 -3.769
Pb 0.448 -0.426 0.674
N -0.487 -1.658 -1.122
C -1.366 -1.089 -1.845
C -1.851 -1.756 -3.130
C -1.561 -3.121 -3.280
C -2.563 -1.099 -4.147
C -2.021 -3.835 -4.394
H -0.975 -3.615 -2.499
C -2.998 -1.809 -5.276
H -2.770 -0.032 -4.058
C -2.738 -3.177 -5.402
H -1.809 -4.901 -4.469
H -3.539 -1.287 -6.064
H -3.078 -3.723 -6.284
C -0.048 3.240 4.956
N 0.405 1.863 5.032
C 0.576 1.068 6.143
C 1.080 -0.117 5.712
N 1.210 -0.010 4.350
C 0.816 1.213 3.909
S 0.947 1.977 2.396
H 0.749 3.850 4.498
H -0.939 3.303 4.309
H -0.288 3.623 5.953
H 0.332 1.420 7.127
H 1.395 -0.987 6.256
H 1.498 -0.758 3.722
```

Properties
HOMO ... -15.86 eV
Energy relative to the best compared isomer or geometry (same formula, charge and spin) ... 30.2 kcal/mol
Net charge ... +3

(4)
This record from the Open Molecules 2025 dataset describes a structure of composition C35H55N4OP2Pt. The level of theory is the ωB97M-V functional and the def2-TZVPD basis.

The geometry in XYZ format:
```
98
C35H55N4OP2Pt, DFT the ωB97M-V functional and the def2-TZVPD basis
C -2.647 -0.394 1.184
C -2.266 -1.112 -1.043
C -3.967 -0.800 1.064
C -3.683 -1.184 -1.278
C -4.497 -1.186 -0.167
H -4.531 -0.759 1.984
H -4.019 -1.508 -2.289
H -5.557 -1.483 -0.209
N -1.802 -0.638 0.181
P -0.609 1.308 2.078
P 0.448 -1.552 -1.464
C -2.086 0.267 2.409
H -2.857 0.872 2.887
H -1.812 -0.544 3.091
C 1.921 0.254 0.736
O 2.933 0.852 0.833
C -1.322 -1.632 -1.932
H -1.582 -1.584 -2.989
C 1.741 -1.023 -2.881
C 0.234 -3.495 -1.344
C -1.353 2.983 1.633
C 0.253 1.353 3.747
C 2.516 0.257 -2.551
H 3.195 0.145 -1.703
H 3.135 0.533 -3.422
H 1.839 1.081 -2.320
C 2.805 -2.098 -3.111
H 3.363 -2.325 -2.195
H 2.406 -3.027 -3.526
H 3.535 -1.723 -3.844
C 0.928 -0.754 -4.140
H 1.604 -0.503 -4.971
H 0.301 -1.601 -4.442
H 0.309 0.136 -3.998
C 1.544 -4.128 -0.934
H 1.996 -3.600 -0.091
H 1.340 -5.162 -0.635
H 2.270 -4.182 -1.745
C -0.785 -3.758 -0.228
H -0.546 -3.161 0.668
H -1.795 -3.490 -0.534
H -0.811 -4.822 0.048
C -0.258 -4.075 -2.692
H -1.093 -3.527 -3.166
H 0.542 -4.133 -3.452
H -0.633 -5.110 -2.529
C 1.314 2.464 3.739
H 1.854 2.428 4.696
H 2.066 2.310 2.957
H 0.893 3.474 3.650
C 0.968 0.009 3.972
H 0.263 -0.832 3.953
H 1.733 -0.157 3.203
H 1.447 0.008 4.967
C -0.724 1.583 4.913
H -1.527 0.834 4.940
H -0.153 1.483 5.849
H -1.164 2.586 4.921
C -2.532 2.795 0.672
H -3.397 2.336 1.168
H -2.867 3.776 0.301
H -2.244 2.194 -0.196
C -0.281 3.844 0.959
H 0.037 3.428 0.000
H -0.700 4.845 0.786
H 0.596 3.982 1.600
C -1.875 3.746 2.854
H -2.615 3.180 3.428
H -1.079 4.096 3.518
H -2.401 4.640 2.491
Pt 0.193 -0.195 0.407
N -0.031 2.040 -1.572
C -0.719 2.432 -2.461
C -1.564 2.522 -3.688
C -2.045 1.128 -4.308
C -2.871 3.112 -3.066
C -0.635 3.270 -4.701
H -1.246 0.462 -4.685
H -2.645 0.526 -3.580
H -2.713 1.318 -5.193
H -2.671 3.907 -2.307
H -3.623 3.469 -3.794
H -3.333 2.256 -2.511
H -1.000 3.225 -5.742
H -0.541 4.331 -4.409
H 0.405 2.846 -4.675
N 5.913 -1.272 5.681
C 5.217 -1.549 4.776
C 4.370 -1.923 3.675
C 4.708 -1.507 2.380
C 3.913 -1.940 1.323
N 2.803 -2.631 1.527
C 2.450 -3.004 2.760
C 3.213 -2.680 3.883
H 5.588 -0.897 2.181
H 4.183 -1.702 0.287
H 1.515 -3.560 2.872
H 2.907 -3.009 4.883
```

Properties
HOMO (spin up / spin down) ... -7.56 / -11.83 eV
Multiplicity ... 3
Energy relative to the best compared isomer or geometry (same formula, charge and spin) ... 13.1 kcal/mol
<S²> ... 2.034
Net charge ... +1

(5)
This record from the Open Molecules 2025 dataset describes a cluster of 9 separate species, C35H55O17 in total. The level of theory is the ωB97M-V functional and the def2-TZVPD basis.

The geometry in XYZ format:
```
107
C35H55O17, DFT the ωB97M-V functional and the def2-TZVPD basis
C 0.506 0.215 -0.708
C -0.740 -0.580 -0.305
C -0.596 -1.086 1.150
O -1.822 0.175 -0.507
H 1.462 -0.316 -0.859
H 0.666 1.014 0.036
H 0.353 0.856 -1.586
H -0.733 -1.517 -0.932
H 0.201 -1.815 1.370
H -1.492 -1.643 1.435
H -0.490 -0.228 1.821
O 3.771 -0.588 4.659
C 3.726 -1.078 3.565
O 4.818 -1.598 2.993
C 4.512 -2.060 1.665
C 3.208 -1.396 1.272
C 2.531 -1.152 2.635
H 4.358 -3.138 1.759
H 5.347 -1.861 0.997
H 2.626 -2.056 0.630
H 3.313 -0.443 0.755
H 1.881 -1.948 2.990
H 2.068 -0.171 2.714
O 1.836 4.542 3.149
C 2.728 3.780 2.944
O 3.845 3.727 3.672
C 4.677 2.622 3.248
C 4.282 2.410 1.787
C 2.814 2.775 1.786
H 4.456 1.762 3.877
H 5.707 2.958 3.323
H 4.478 1.378 1.484
H 4.873 3.039 1.119
H 2.189 1.910 2.024
H 2.375 3.249 0.911
O -3.861 -6.003 -1.329
C -2.905 -5.763 -0.655
O -2.374 -6.679 0.183
C -1.194 -6.215 0.853
C -1.176 -4.696 0.660
C -2.047 -4.508 -0.603
H -0.385 -6.695 0.304
H -1.260 -6.410 1.920
H -0.164 -4.337 0.478
H -1.587 -4.163 1.512
H -1.399 -4.546 -1.485
H -2.530 -3.534 -0.668
O -3.365 3.073 -1.618
C -2.479 3.834 -1.848
O -2.715 5.173 -2.009
C -1.479 5.854 -2.221
C -0.445 4.953 -1.536
C -0.999 3.578 -1.941
H -1.466 6.854 -1.785
H -1.287 5.999 -3.287
H -0.408 5.038 -0.450
H 0.581 5.111 -1.871
H -0.738 2.715 -1.331
H -0.696 3.390 -2.974
O -2.907 -1.679 -3.750
C -1.742 -1.922 -3.796
O -1.260 -3.186 -3.700
C 0.164 -3.170 -3.673
C 0.633 -1.712 -3.651
C -0.628 -0.934 -4.033
H 0.669 -3.704 -4.482
H 0.477 -3.693 -2.766
H 1.444 -1.615 -4.376
H 1.025 -1.465 -2.667
H -0.663 -0.699 -5.100
H -0.836 -0.036 -3.452
O 2.835 3.773 -1.542
C 2.917 2.949 -2.403
O 2.073 2.928 -3.449
C 2.344 1.811 -4.312
C 3.338 0.904 -3.563
C 3.846 1.746 -2.403
H 2.850 2.203 -5.199
H 1.414 1.344 -4.621
H 4.106 0.577 -4.261
H 2.786 0.029 -3.219
H 4.884 2.022 -2.578
H 3.731 1.314 -1.411
O -4.882 -1.394 0.428
C -4.825 -2.397 1.072
O -3.869 -2.594 2.025
C -4.130 -3.775 2.767
C -5.177 -4.592 2.003
C -5.810 -3.550 1.070
H -4.453 -3.493 3.772
H -3.211 -4.360 2.840
H -5.879 -5.058 2.696
H -4.654 -5.416 1.519
H -6.751 -3.131 1.423
H -5.936 -3.983 0.081
O -0.069 1.966 3.543
C -0.901 2.686 3.075
O -1.920 3.220 3.785
C -2.716 4.118 2.973
C -2.289 3.849 1.536
C -0.961 3.135 1.633
H -2.540 5.136 3.328
H -3.770 3.906 3.142
H -2.073 4.779 1.004
H -3.026 3.256 0.998
H -0.142 3.857 1.573
H -0.870 2.289 0.951
```

Properties
HOMO ... -3.41 eV
Energy relative to the best compared isomer or geometry (same formula, charge and spin) ... 0.0 kcal/mol
Net charge ... -1

Number 1: maximum force 1.62 eV/A. Number 2: maximum force 10.13 eV/A. Number 3: maximum force 4.11 eV/A. Number 4: maximum force 4.75 eV/A. Number 5: maximum force 1.51 eV/A.